Record 1
ORCA calculation (ωB97M-V/def2-TZVPD) on an isolated molecule of C20H16N4O3S at a distorted geometry.

Last column: natural (NBO) charge in e.
Geometry (Å):
1 S 0.12 4.03 0.32  0.27
2 O -0.16 -0.91 -0.74  -0.37
3 O -1.24 1.74 -2.56  -0.60
4 O 4.13 -0.94 -0.84  -0.39
5 N 3.12 1.84 1.20  -0.15
6 N 0.82 1.51 -0.07  -0.47
7 N -2.01 1.93 -0.42  -0.62
8 N 2.21 2.73 1.34  -0.25
9 C 6.21 -0.82 -0.05  -0.31
10 C -4.18 -1.59 0.19  -0.24
11 C 1.16 2.64 0.52  0.20
12 C -3.76 -0.83 1.28  0.00
13 C -1.29 2.31 -1.50  0.70
14 C 1.64 0.48 -0.02  0.27
15 C 2.97 0.77 0.43  0.07
16 C -0.58 3.65 -1.32  -0.62
17 C 5.37 -1.43 -0.94  0.10
18 C 1.57 -2.09 0.02  -0.23
19 C 0.55 -2.98 -0.34  -0.33
20 C -3.04 0.33 1.04  -0.22
21 C -3.16 -0.03 -1.33  -0.25
22 C 1.09 -0.83 -0.25  0.18
23 C 4.15 0.01 0.13  0.21
24 C 5.43 0.12 0.64  -0.24
25 C -0.48 -2.20 -0.80  0.14
26 C -2.73 0.74 -0.25  0.17
27 C -3.88 -1.18 -1.10  -0.20
28 C -4.10 -1.25 2.68  -0.63
29 H -4.74 -2.49 0.36  0.21
30 H -3.44 -0.78 3.40  0.21
31 H 0.56 -4.05 -0.27  0.23
32 H -5.12 -0.96 2.91  0.22
33 H -2.92 0.28 -2.34  0.25
34 H 0.22 3.72 -2.06  0.25
35 H 5.54 -2.20 -1.66  0.21
36 H -1.86 2.46 0.43  0.40
37 H -1.46 -2.45 -1.17  0.22
38 H 2.53 -2.35 0.43  0.24
39 H -1.30 4.46 -1.51  0.25
40 H -2.70 0.93 1.88  0.20
41 H -4.22 -1.78 -1.94  0.21
42 H 7.25 -1.02 0.09  0.23
43 H 5.73 0.80 1.41  0.24
44 H -4.03 -2.33 2.78  0.22

DFT total energy = -1614.6237 Ha
Energy above the lowest of the compared OMol25 structures with the same formula, charge and spin = 19.92 kJ/mol
Net charge = 0
Multiplicity = 1
HOMO energy = -0.2943 hartree
LUMO = -0.0138 Eh


Record 2
ORCA calculation (ωB97M-V/def2-TZVPD) on a structure of composition C20H16N5O3SZr at a distorted geometry.

Last column: natural (NBO) charge in e.
Geometry (Å):
1 Zr -0.37 0.28 0.73  2.38
2 S -1.61 -0.33 4.85  0.02
3 O -3.44 0.05 -1.99  -0.54
4 O 2.37 3.25 -0.27  -0.55
5 O 0.97 -1.39 0.01  -0.78
6 N -1.81 -1.45 0.70  -0.57
7 N -1.32 0.37 -1.16  -0.80
8 N 1.61 0.52 1.82  -0.57
9 N -1.23 1.00 2.46  -0.82
10 N 0.76 1.61 -0.49  -0.79
11 C -4.02 -1.91 -0.11  -0.17
12 C 3.34 0.14 3.42  -0.23
13 C 0.41 1.78 -1.86  0.09
14 C -0.70 1.06 -2.22  0.11
15 C 0.97 -1.75 -1.44  -0.25
16 C 1.80 2.26 0.09  0.64
17 C -2.56 -0.17 -1.21  0.64
18 C 2.09 -0.12 2.88  0.05
19 C -2.80 -1.18 -0.11  0.15
20 C -4.12 -2.98 0.77  -0.12
21 C 4.10 1.20 2.95  -0.10
22 C -1.42 0.35 3.44  0.18
23 C -1.12 0.99 -3.56  -0.22
24 C 1.17 2.49 -2.81  -0.20
25 C 0.76 2.46 -4.13  -0.20
26 C -1.90 -2.46 1.59  0.05
27 C 2.30 1.54 1.33  0.12
28 C -3.03 -3.24 1.60  -0.22
29 C 3.54 1.88 1.81  -0.18
30 C -0.38 1.72 -4.47  -0.20
31 H -1.06 -2.68 2.22  0.22
32 H 3.60 -0.41 4.30  0.24
33 H 0.09 -2.38 -1.62  0.21
34 H 1.34 2.90 -4.88  0.22
35 H 4.06 2.71 1.35  0.27
36 H 5.02 1.53 3.43  0.25
37 H 1.50 -0.92 3.27  0.21
38 H 2.09 3.00 -2.50  0.25
39 H -2.07 0.48 -3.84  0.25
40 H 0.94 -0.81 -2.04  0.23
41 H 1.89 -2.34 -1.69  0.22
42 H -4.81 -1.70 -0.76  0.26
43 H -3.06 -4.04 2.33  0.24
44 H 1.85 -1.38 0.43  0.53
45 H -0.73 1.69 -5.49  0.22
46 H -5.01 -3.63 0.84  0.25

DFT total energy = -1716.4368 Ha
Energy above the lowest of the compared OMol25 structures with the same formula, charge and spin = 0.00 kJ/mol
Net charge = +1
Multiplicity = 1
HOMO energy = -0.4014 hartree
LUMO = -0.1399 Eh


Record 3
ORCA calculation (ωB97M-V/def2-TZVPD) on an isolated molecule of C20H16N8O2 at a distorted geometry.

Last column: natural (NBO) charge in e.
Geometry (Å):
1 O 1.36 0.53 1.62  -0.58
2 O 1.87 0.24 -2.49  -0.40
3 N 3.11 -0.20 -5.10  -0.40
4 N -1.61 -1.26 0.40  -0.42
5 N 3.62 1.45 -1.86  -0.26
6 N 2.81 1.26 -0.76  -0.30
7 N -0.51 0.35 3.63  -0.62
8 N 0.80 -0.05 -0.47  -0.62
9 N -0.80 1.99 6.92  -0.43
10 N -2.66 2.64 5.63  -0.43
11 C 5.35 1.32 -5.83  -0.18
12 C 3.06 0.82 -2.86  0.42
13 C -0.31 1.28 5.91  0.04
14 C 3.66 0.66 -4.21  0.12
15 C 1.83 0.51 -1.17  0.62
16 C -1.27 -0.37 2.65  0.19
17 C 4.80 1.43 -4.55  -0.21
18 C -1.00 1.10 4.72  0.07
19 C -3.08 -3.09 -1.42  -0.40
20 C -3.70 -1.71 -1.63  -0.40
21 C 3.64 -0.28 -6.30  0.04
22 C -2.16 1.89 4.61  0.04
23 C -2.49 -0.94 3.03  -0.21
24 C 4.75 0.44 -6.71  -0.25
25 C -3.69 -2.36 -0.23  -0.27
26 C -1.98 2.60 6.82  0.23
27 C -0.81 -0.59 1.32  0.03
28 C -3.25 -1.61 2.12  -0.20
29 C 0.47 0.05 0.88  0.66
30 C -2.81 -1.75 0.81  0.19
31 H -4.68 -2.71 0.09  0.23
32 H 6.32 1.79 -6.07  0.23
33 H -3.60 -3.96 -1.78  0.22
34 H -2.00 -3.20 -1.55  0.23
35 H -4.22 -2.02 2.45  0.23
36 H 0.11 -0.49 -1.07  0.43
37 H -3.02 -0.86 -1.83  0.23
38 H 5.17 0.27 -7.71  0.22
39 H -2.66 1.92 3.66  0.20
40 H 5.21 2.11 -3.80  0.24
41 H 0.46 0.52 3.32  0.45
42 H 0.62 0.74 6.11  0.20
43 H -2.39 3.05 7.71  0.19
44 H -4.70 -1.61 -2.10  0.22
45 H -2.79 -0.88 4.05  0.23
46 H 3.19 -1.01 -7.00  0.20

DFT total energy = -1360.2329 Ha
Energy above the lowest of the compared OMol25 structures with the same formula, charge and spin = 0.00 kJ/mol
Net charge = 0
Multiplicity = 1
HOMO energy = -0.3050 hartree
LUMO = -0.0199 Eh


Record 4
ORCA calculation (ωB97M-V/def2-TZVPD) on a structure of composition C20H17AsN3O7SSe2Te2V.

Last column: Mulliken spin population.
Geometry (Å):
1 Te -2.72 4.43 -0.34  0.00
2 Te -2.51 5.41 -2.94  0.01
3 Se -2.49 3.16 -4.00  -0.02
4 Se -3.59 2.16 -0.74  -0.03
5 As -3.63 -1.61 -0.12  0.00
6 V -1.80 0.55 -1.91  1.35
7 S -2.43 -1.60 -3.41  0.00
8 O -1.15 -1.43 -2.69  -0.01
9 O -2.33 -0.57 -0.35  0.00
10 O -0.83 1.04 -3.50  -0.06
11 O -3.08 -2.48 1.33  0.00
12 O -2.34 -1.83 -4.82  0.00
13 O -3.28 -0.44 -3.00  -0.01
14 O -5.13 -1.04 0.11  0.00
15 N 4.26 0.72 1.92  0.00
16 N 2.89 1.55 3.47  0.00
17 N -0.16 0.87 -0.59  0.00
18 C -3.92 -5.31 -3.04  0.00
19 C -3.21 -3.04 -2.71  0.00
20 C 0.10 3.08 -2.57  -0.01
21 C 4.97 0.94 3.08  0.00
22 C 1.92 1.02 1.23  0.00
23 C 6.32 0.72 3.36  0.00
24 C 2.11 0.42 -0.01  0.00
25 C -0.35 1.43 0.60  0.01
26 C -1.07 2.22 -2.99  -0.22
27 C -4.22 -4.25 -0.91  0.00
28 C -4.36 -5.36 -1.73  0.00
29 C 3.03 1.08 2.18  0.00
30 C 1.04 0.36 -0.88  0.00
31 C 4.57 1.78 5.35  0.00
32 C 6.77 1.04 4.63  0.00
33 C 4.12 1.46 4.07  0.00
34 C 5.91 1.56 5.61  0.00
35 C 0.66 1.54 1.53  0.00
36 C -3.35 -4.15 -3.54  0.00
37 C -3.64 -3.08 -1.39  0.00
38 H -0.12 3.65 -1.67  -0.01
39 H 6.97 0.32 2.60  0.00
40 H 0.44 2.03 2.47  0.00
41 H -2.15 -2.24 1.45  0.00
42 H 3.07 0.00 -0.27  0.00
43 H -4.81 -6.26 -1.34  0.00
44 H 0.33 3.80 -3.36  -0.01
45 H 1.14 -0.10 -1.86  0.00
46 H 7.81 0.88 4.87  0.00
47 H -3.01 -4.08 -4.56  0.00
48 H 0.97 2.45 -2.41  0.01
49 H 6.31 1.79 6.59  0.00
50 H 3.91 2.18 6.10  0.00
51 H 2.03 1.86 3.89  0.00
52 H -1.35 1.80 0.79  0.00
53 H -4.56 -4.29 0.12  0.00
54 H -4.03 -6.17 -3.69  0.00

⟨S²⟩ = 0.8933
DFT total energy = -10380.4030 Ha
Energy above the lowest of the compared OMol25 structures with the same formula, charge and spin = 0.00 kJ/mol
Net charge = -1
Multiplicity = 2
HOMO energy (alpha / beta) = -0.1568 / -0.1550 hartree
LUMO (alpha / beta) = 0.0475 / 0.0472 Eh


Record 5
ORCA calculation (ωB97M-V/def2-TZVPD) on a structure of composition C20H17BrN5O2Pd.

Last column: natural (NBO) charge in e.
Geometry (Å):
1 Pd 0.15 0.01 -0.11  0.95
2 Br 5.89 4.39 0.99  0.54
3 O 1.64 -1.62 1.92  -0.56
4 O 2.21 0.07 -0.24  -0.44
5 N -0.88 -3.09 -1.64  -0.77
6 N 0.06 2.02 -0.18  -0.36
7 N 0.26 -4.23 0.05  -0.35
8 N -1.83 0.16 0.02  -0.45
9 N 0.28 -2.00 0.10  -0.68
10 C -0.13 -3.11 -0.54  0.66
11 C -1.28 2.47 -0.30  0.04
12 C 1.07 -2.39 1.19  0.67
13 C 5.26 1.74 0.36  -0.24
14 C -3.99 3.13 -0.37  -0.07
15 C 2.94 1.03 -0.03  0.54
16 C -4.10 -0.54 0.28  -0.25
17 C 2.44 2.43 0.15  -0.05
18 C -2.25 1.45 -0.15  0.25
19 C -0.01 -5.59 -0.42  -0.43
20 C -2.72 -0.79 0.24  0.12
21 C -4.55 0.74 0.07  -0.03
22 C 1.06 -3.91 1.22  -0.33
23 C -3.04 4.09 -0.57  -0.19
24 C 4.75 3.08 0.57  0.08
25 C 1.04 2.82 0.00  0.13
26 C 3.35 3.39 0.44  -0.19
27 C -1.67 3.77 -0.53  -0.12
28 C 4.40 0.77 0.06  -0.09
29 C -3.62 1.78 -0.15  -0.11
30 H 6.32 1.56 0.46  0.29
31 H 3.05 4.42 0.57  0.27
32 H 0.86 3.89 0.08  0.23
33 H -4.78 -1.35 0.46  0.27
34 H 0.56 -6.28 0.20  0.26
35 H -0.95 4.56 -0.70  0.24
36 H -1.07 -5.83 -0.32  0.23
37 H -1.00 -2.23 -2.15  0.43
38 H -5.04 3.39 -0.39  0.26
39 H -3.33 5.12 -0.75  0.27
40 H 0.31 -5.71 -1.45  0.23
41 H -2.34 -1.79 0.40  0.23
42 H 4.70 -0.26 -0.09  0.28
43 H -5.61 0.96 0.08  0.26
44 H -1.11 -3.94 -2.13  0.44
45 H 2.07 -4.30 1.15  0.26
46 H 0.61 -4.27 2.15  0.27

DFT total energy = -3897.5332 Ha
Energy above the lowest of the compared OMol25 structures with the same formula, charge and spin = 0.00 kJ/mol
Net charge = +3
Multiplicity = 1
HOMO energy (alpha / beta) = -0.6420 / -0.6420 hartree
LUMO (alpha / beta) = -0.4800 / -0.4800 Eh